Entry 1:
Density functional theory data (ωB97M-V with the def2-TZVPD basis set) for a structure of composition C23H41BFN5O8S at a distorted geometry.

Each line ends with the Mulliken charge.
Atoms and positions in Å:
C  4.706  -4.413  1.618  -1.211
C  3.843  -3.502  0.708  -1.019
C  3.839  -2.065  1.160  -0.196
C  2.658  -1.461  1.729  0.487
C  1.405  -2.265  1.846  -0.350
O  1.408  -3.387  2.253  -0.499
N  0.214  -1.594  1.374  0.227
C  -0.954  -1.692  2.100  0.324
O  -1.937  -1.106  1.820  -0.422
F  -0.895  -2.428  3.188  -0.236
C  2.645  -0.150  2.149  0.238
O  1.569  0.478  2.705  -0.607
C  3.829  0.624  2.002  0.943
N  3.998  1.899  2.362  -0.661
S  5.511  2.266  1.977  0.131
N  6.008  0.871  1.361  -0.599
C  4.969  0.028  1.437  0.868
C  4.990  -1.327  1.010  0.144
B  6.329  -1.874  0.378  0.155
C  7.627  -2.101  1.239  -0.945
O  6.404  -2.128  -0.987  -0.607
H  5.047  -3.876  2.495  0.319
H  5.603  -4.697  1.070  0.286
H  4.186  -5.326  1.877  0.391
H  4.252  -3.521  -0.298  0.488
H  2.855  -3.931  0.642  0.488
H  0.048  -1.732  0.385  0.304
H  1.330  0.077  3.546  0.291
H  7.871  -3.158  1.323  0.381
H  7.538  -1.667  2.232  0.296
H  8.462  -1.622  0.731  0.279
H  6.590  -3.066  -1.112  0.331
C  -4.890  -1.560  0.108  -0.578
O  -5.242  -2.665  -0.706  -0.361
C  -6.214  -2.380  -1.701  -0.782
C  -5.588  -2.434  -3.078  -0.210
N  -4.676  -1.315  -3.282  -0.246
C  -3.847  -1.417  -4.478  -0.693
C  -2.847  -2.567  -4.557  -0.492
O  -1.783  -2.480  -3.626  -0.409
C  -2.049  -3.008  -2.341  -0.312
H  -4.259  -1.931  0.912  0.135
H  -4.323  -0.809  -0.453  0.244
H  -5.775  -1.090  0.546  0.388
H  -6.696  -1.414  -1.525  0.389
H  -6.983  -3.155  -1.635  0.400
H  -6.376  -2.393  -3.837  0.397
H  -5.082  -3.405  -3.167  0.180
H  -4.067  -1.239  -2.478  -0.041
H  -3.281  -0.485  -4.556  0.350
H  -4.502  -1.462  -5.354  0.406
H  -2.379  -2.522  -5.543  0.345
H  -3.333  -3.548  -4.492  0.350
H  -2.747  -3.848  -2.379  0.291
H  -2.438  -2.242  -1.663  0.025
H  -1.103  -3.365  -1.929  0.228
C  -1.146  7.390  -0.035  -0.717
O  -0.028  6.622  0.363  -0.346
C  -0.012  6.283  1.745  -0.844
C  -0.228  4.799  1.948  -0.076
N  -1.596  4.412  1.622  -0.349
C  -1.817  2.968  1.577  -0.835
C  -1.070  2.162  0.521  0.068
O  -1.477  2.424  -0.811  -0.410
C  -0.846  3.524  -1.439  -0.605
H  -0.970  7.718  -1.058  0.238
H  -2.072  6.805  -0.013  0.302
H  -1.266  8.274  0.599  0.340
H  -0.748  6.867  2.304  0.416
H  0.981  6.543  2.125  0.393
H  -0.029  4.550  2.995  0.362
H  0.510  4.271  1.329  0.135
H  -1.840  4.803  0.722  0.117
H  -2.887  2.814  1.411  0.374
H  -1.587  2.551  2.562  0.399
H  -1.306  1.110  0.699  0.148
H  0.018  2.253  0.618  0.094
H  0.178  3.665  -1.083  0.286
H  -1.413  4.449  -1.294  0.186
H  -0.816  3.322  -2.510  0.298

Summary:
E_LUMO in eV: -1.08
Total energy in eV: -62573.915
Kohn-Sham gap in eV: 7.4


Entry 2:
Density functional theory data (ωB97M-V with the def2-TZVPD basis set) for a cluster of 2 separate species, C2H2IN3 in total at a distorted geometry.

Each line ends with the Mulliken charge.
Atoms and positions in Å:
C  -0.574  -1.469  -0.559  0.064
C  -3.271  0.842  -0.565  -0.066
N  -1.344  -2.004  0.074  -0.304
N  -2.534  1.719  -0.110  0.363
N  -1.508  2.301  0.284  -0.667
I  -4.690  -0.343  0.276  0.102
H  0.156  -1.278  -1.359  0.252
H  -1.318  3.241  -0.009  0.255

Summary:
E_LUMO (alpha / beta) in eV: 0.70 / -2.26
Total energy in eV: -14670.799
Multiplicity: 3
Relative energy (zero: lowest compared OMol25 entry of this formula, charge and spin) in kcal/mol: 15.59
Kohn-Sham gap (alpha / beta) in eV: 7.3 / 6.8


Entry 3:
Density functional theory data (ωB97M-V with the def2-TZVPD basis set) for an isolated molecule of H3O2PS at a distorted geometry.

Each line ends with the Mulliken charge.
Atoms and positions in Å:
O  0.443  1.275  0.034  -0.421
P  0.077  -0.207  -0.418  0.610
O  -0.816  -1.001  0.626  -0.455
S  1.646  -1.286  -0.887  -0.462
H  1.422  1.190  -0.127  0.324
H  -0.946  0.062  -1.384  0.071
H  -0.371  -1.896  0.691  0.333

Summary:
E_LUMO in eV: 0.70
Total energy in eV: -24269.283
Relative energy (zero: lowest compared OMol25 entry of this formula, charge and spin) in kcal/mol: 2.21
Kohn-Sham gap in eV: 10.3


Entry 4:
Density functional theory data (ωB97M-V with the def2-TZVPD basis set) for a structure of composition C31H30Cl3O6P2TbTe at a distorted geometry.

Each line ends with the Mulliken charge.
Atoms and positions in Å:
Tb  1.262  1.456  -0.445  -0.090
C  1.203  0.953  1.840  -1.642
C  2.210  0.003  2.134  1.948
C  1.954  -1.270  2.719  -0.247
C  2.940  -2.218  2.859  -0.567
C  4.246  -1.975  2.453  -0.517
C  4.550  -0.709  1.962  -0.813
C  3.579  0.251  1.830  -0.641
H  0.962  -1.503  3.069  0.022
H  2.688  -3.180  3.296  0.392
H  5.009  -2.742  2.529  0.376
H  5.571  -0.475  1.681  0.339
H  3.861  1.235  1.468  0.235
Cl  1.377  1.489  -3.191  -0.130
C  3.006  2.118  -2.935  0.583
Cl  3.651  2.755  -4.435  -0.184
Cl  2.887  3.396  -1.731  -0.024
C  3.875  0.940  -2.212  0.477
O  4.844  0.535  -2.809  -0.754
O  3.367  0.687  -1.119  -0.238
O  0.799  -0.555  -0.854  -0.442
P  -0.260  -1.230  -0.041  1.354
C  0.315  -2.969  0.044  0.889
C  -0.513  -4.078  0.186  -0.354
C  0.035  -5.330  0.395  -0.742
C  1.410  -5.488  0.472  -0.572
C  2.239  -4.382  0.346  -0.461
C  1.694  -3.134  0.138  -0.784
C  -0.764  -0.624  1.530  0.107
C  -0.257  0.683  2.136  2.351
C  -0.531  0.717  3.621  -1.043
C  -1.282  -0.178  4.276  -0.662
C  -1.832  -1.318  3.614  -1.201
C  -1.507  -1.530  2.302  -0.120
C  -1.776  -1.409  -1.085  0.248
C  -1.606  -1.531  -2.459  -0.650
C  -2.703  -1.652  -3.293  -0.789
C  -3.979  -1.659  -2.756  -0.519
C  -4.157  -1.520  -1.388  -0.651
C  -3.060  -1.380  -0.559  -0.335
H  -1.587  -3.958  0.107  0.281
H  -0.616  -6.191  0.497  0.386
H  1.834  -6.473  0.627  0.352
H  3.310  -4.493  0.419  0.426
H  2.326  -2.264  0.028  0.279
H  -0.839  1.526  1.688  -0.020
H  -0.062  1.546  4.137  0.430
H  -1.464  -0.065  5.342  0.258
H  -2.400  -2.053  4.173  0.307
H  -1.811  -2.461  1.831  0.078
H  -0.599  -1.534  -2.856  0.379
H  -2.569  -1.741  -4.364  0.394
H  -4.839  -1.775  -3.402  0.360
H  -5.155  -1.519  -0.966  0.414
H  -3.184  -1.246  0.507  0.416
C  -4.002  2.028  -0.020  -0.553
C  -3.471  2.403  -1.398  -0.219
O  -2.525  3.426  -1.340  -0.450
P  -1.077  3.045  -0.475  -0.600
O  -0.825  1.606  -0.876  0.125
Te  1.674  3.100  1.877  -0.454
O  -0.025  3.821  -1.615  0.448
C  -0.274  5.182  -1.869  -0.356
C  0.838  5.838  -2.685  -1.163
H  -4.801  1.294  -0.104  0.367
H  -4.372  2.914  0.496  0.325
H  -3.183  1.596  0.554  -0.174
H  -4.283  2.769  -2.044  0.363
H  -3.033  1.508  -1.862  0.013
H  -0.388  5.713  -0.915  0.325
H  -1.220  5.262  -2.418  0.253
H  1.729  5.988  -2.081  0.229
H  0.485  6.806  -3.038  0.417
H  1.097  5.223  -3.544  0.213

Summary:
E_LUMO (alpha / beta) in eV: 4.28 / 4.28
Total energy in eV: -130794.255
Total charge: -2
Multiplicity: 7
Relative energy (zero: lowest compared OMol25 entry of this formula, charge and spin) in kcal/mol: 0.00
Kohn-Sham gap (alpha / beta) in eV: 4.7 / 4.7